No. 1
C4H12NOS | wB97M-V/def2-TZVPD

Cartesian coordinates (Å):
C  -1.512  2.162  -0.156
N  -1.872  0.787  0.176
C  -1.689  0.452  1.575
O  -2.115  -0.945  1.855
H  -2.078  2.971  0.404
H  -1.758  2.262  -1.246
H  -0.409  2.416  0.016
H  -1.254  0.110  -0.376
H  -0.634  0.587  1.901
H  -2.275  1.070  2.221
H  -2.085  -1.454  1.042
C  3.221  -0.920  0.008
C  2.255  -1.214  -1.162
S  0.731  -0.174  -1.211
H  2.687  -0.987  0.986
H  3.668  0.097  -0.071
H  4.075  -1.652  -0.039
H  1.907  -2.259  -1.023
H  2.843  -1.203  -2.107

The HOMO energy comes out at -2.826 eV. The net charge is -1. As for the HOMO-LUMO gap: 0.25176 hartree. The energy above the lowest of the compared OMol25 structures with the same formula, charge and spin is 111.1 kJ/mol.

Atomic partial charges in e from the Mulliken method, atoms 1 to 8:
1 C -0.76
2 N -0.42
3 C -0.18
4 O -0.55
5 H 0.29
6 H 0.26
7 H 0.27
8 H 0.08

No. 2
C3H9NO2 | wB97M-V/def2-TZVPD

Cartesian coordinates (Å):
C  -0.407  -0.299  0.919
C  0.506  -0.419  -0.234
C  1.326  0.692  -0.768
N  -0.684  1.073  1.322
O  -1.437  -1.117  0.886
O  -1.075  -0.719  -1.541
H  -1.541  -1.060  -0.618
H  -0.885  -1.474  -2.108
H  0.546  -0.657  1.543
H  0.857  -1.436  -0.375
H  -0.164  1.368  2.139
H  -1.676  1.142  1.512
H  0.747  1.616  -0.753
H  1.671  0.453  -1.775
H  2.216  0.838  -0.148

The HOMO energy comes out at -8.660 eV. As for the HOMO-LUMO gap: 0.32345 hartree. The energy above the lowest of the compared OMol25 structures with the same formula, charge and spin is 367.5 kJ/mol.

Atomic partial charges in e from the Mulliken method, atoms 1 to 8:
1 C 0.59
2 C -0.02
3 C -1.28
4 N -0.51
5 O -0.85
6 O -0.70
7 H 0.44
8 H 0.32

No. 3
ClPS2 | wB97M-V/def2-TZVPD

Cartesian coordinates (Å):
P  -0.154  -0.171  -0.106
S  -0.284  1.757  0.035
S  -1.989  -1.031  0.050
Cl  2.427  -0.554  0.021

The HOMO energy comes out at -9.869 eV. As for the HOMO-LUMO gap: 0.21937 hartree. The energy above the lowest of the compared OMol25 structures with the same formula, charge and spin is 221.5 kJ/mol.

Population analysis type Mulliken, resulting atomic charges in e:
1 P 0.58
2 S -0.13
3 S -0.17
4 Cl -0.28

No. 4
C3H10N2S | wB97M-V/def2-TZVPD

Cartesian coordinates (Å):
C  -0.928  1.043  -2.092
C  0.343  1.001  -1.259
S  0.274  1.781  0.432
H  -1.448  1.999  -2.130
H  -1.737  0.405  -1.661
H  -0.737  0.538  -3.062
H  1.138  1.542  -1.746
H  0.719  -0.041  -1.180
N  1.358  -0.784  2.036
C  0.249  -1.586  1.883
N  0.129  -2.490  0.937
H  1.926  -0.855  1.259
H  1.089  0.162  2.070
H  -0.468  -1.557  2.747
H  -0.839  -2.888  1.053
H  -1.067  1.730  0.714

The HOMO energy (alpha / beta) comes out at -15.286 / -13.760 eV. The spin multiplicity is 2. The net charge is +1. As for the HOMO-LUMO gap (alpha / beta): 0.44689 / 0.17180 hartree. The energy above the lowest of the compared OMol25 structures with the same formula, charge and spin is 236.0 kJ/mol.

Atomic partial charges in e from the Mulliken method, atoms 1 to 8:
1 C -1.19
2 C -0.19
3 S -0.13
4 H 0.36
5 H 0.35
6 H 0.33
7 H 0.39
8 H 0.30

No. 5
C32H51ClIN4O2Si | wB97M-V/def2-TZVPD

Cartesian coordinates (Å):
C  4.045  4.071  1.980
C  2.612  4.172  1.458
C  2.004  2.793  1.198
I  1.176  2.046  3.051
N  1.025  2.688  0.120
C  0.192  3.865  -0.205
C  -1.299  3.609  -0.467
C  -1.942  2.699  0.574
C  -3.446  2.948  0.795
C  -4.343  1.755  0.458
C  -4.370  0.696  1.576
C  -4.019  -0.703  1.083
C  -4.233  -1.791  2.150
Si  -2.804  -2.992  2.288
C  -1.226  -2.001  2.585
C  -3.022  -4.177  3.710
C  -2.585  -3.975  0.701
C  -2.149  -3.330  -0.469
C  -1.980  -4.026  -1.671
C  -2.233  -5.396  -1.718
C  -2.661  -6.059  -0.567
C  -2.841  -5.353  0.622
C  1.415  1.876  -0.924
N  2.458  2.146  -1.652
C  3.362  3.285  -1.531
C  4.360  3.242  -2.663
O  5.509  3.132  -2.542
Cl  3.574  3.349  -4.232
N  0.751  0.685  -1.190
C  1.663  -0.477  -1.367
C  2.752  -0.539  -0.296
C  3.141  -1.977  0.076
C  4.606  -2.258  -0.154
O  4.892  -3.520  0.382
C  6.260  -3.896  0.347
C  -0.277  0.770  -2.211
C  -0.161  1.454  -3.411
C  -1.229  1.417  -4.300
C  -2.364  0.683  -3.961
N  -2.472  0.009  -2.813
C  -1.456  0.061  -1.960
H  4.585  3.237  1.539
H  4.074  3.999  3.059
H  4.591  4.970  1.710
H  2.570  4.798  0.572
H  2.020  4.678  2.212
H  2.794  2.077  1.004
H  0.250  4.538  0.641
H  0.617  4.390  -1.064
H  -1.785  4.578  -0.383
H  -1.458  3.271  -1.489
H  -1.421  2.893  1.509
H  -1.749  1.651  0.353
H  -3.591  3.179  1.846
H  -3.770  3.825  0.238
H  -4.022  1.283  -0.469
H  -5.352  2.116  0.273
H  -5.354  0.656  2.035
H  -3.658  0.980  2.352
H  -2.974  -0.690  0.767
H  -4.627  -0.922  0.208
H  -5.142  -2.354  1.953
H  -4.361  -1.320  3.126
H  -1.324  -0.992  2.188
H  -0.360  -2.457  2.115
H  -1.055  -1.895  3.652
H  -2.138  -4.812  3.766
H  -3.094  -3.654  4.658
H  -3.875  -4.839  3.599
H  -1.944  -2.268  -0.444
H  -1.664  -3.496  -2.557
H  -2.094  -5.946  -2.635
H  -2.857  -7.118  -0.613
H  -3.189  -5.879  1.498
H  2.676  1.480  -2.385
H  3.939  3.222  -0.616
H  2.806  4.213  -1.595
H  2.074  -0.504  -2.382
H  1.033  -1.350  -1.279
H  2.344  -0.058  0.592
H  3.636  -0.006  -0.644
H  2.947  -2.135  1.133
H  2.542  -2.709  -0.455
H  4.821  -2.248  -1.230
H  5.219  -1.491  0.329
H  6.534  -4.289  1.320
H  6.899  -3.050  0.108
H  6.412  -4.676  -0.394
H  0.716  2.028  -3.672
H  -1.164  1.951  -5.233
H  -3.204  0.640  -4.636
H  -1.557  -0.476  -1.029

The HOMO energy comes out at -10.841 eV. The net charge is +1. As for the HOMO-LUMO gap: 0.24495 hartree.

Atomic partial charges in e from the Mulliken method, atoms 1 to 8:
1 C -1.52
2 C -0.58
3 C -0.88
4 I 0.10
5 N 1.75
6 C -0.69
7 C -1.26
8 C 1.05

No. 6
C5H6S | wB97M-V/def2-TZVPD

Cartesian coordinates (Å):
C  0.775  1.913  -1.051
C  0.317  0.715  -0.560
C  0.228  -0.575  -1.268
C  -0.168  -1.605  -0.554
C  -0.480  -1.362  0.879
S  -0.313  0.469  1.145
H  1.139  2.055  -2.101
H  0.777  2.825  -0.389
H  0.616  -0.679  -2.254
H  -0.444  -2.570  -0.917
H  0.291  -1.841  1.537
H  -1.400  -1.822  1.126

The HOMO energy comes out at -8.097 eV. As for the HOMO-LUMO gap: 0.33148 hartree. As for the SMILES: C=C1C=CCS1. The energy above the lowest of the compared OMol25 structures with the same formula, charge and spin is 31.3 kJ/mol.

Atomic partial charges in e from the Mulliken method, atoms 1 to 8:
1 C -0.78
2 C 0.62
3 C -0.75
4 C -0.23
5 C -0.55
6 S -0.17
7 H 0.24
8 H 0.20

Respective E_tot values: -18715.604, -8839.146, -43480.140, -17078.712, -72560.695, -16116.215 eV.